1.
{"formula": "C3H6Si", "method": "ωB97M-V/def2-TZVPD", "charge": 0, "gap_ev": 10.85, "smiles": "C#C[SiH2]C", "total_energy_ha": -407.302549, "e_homo_ev": -9.975, "de_lowest_kcal_mol": 8.7, "species": ["C", "C", "C", "Si", "H", "H", "H", "H", "H", "H"], "xyz": [[2.75285, 0.19084, -0.52631], [1.56772, -0.02671, -0.24275], [-1.62973, 0.59328, -0.04586], [-0.19892, -0.60049, 0.40549], [3.75380, 0.18209, -0.95178], [-2.46027, 0.05929, -0.70675], [-2.16749, 0.84002, 0.95980], [-1.48174, 1.48761, -0.47309], [0.11548, -0.81501, 1.87908], [-0.25170, -1.91092, -0.29783]], "atomic_forces_ev_per_a": [[-2.3, -0.9, 0.0], [1.2, 0.3, 0.1], [-3.1, -4.3, 2.5], [2.1, 0.8, -0.8], [-0.7, 0.3, 0.5], [1.8, 0.9, 1.4], [0.8, -0.5, -1.6], [1.2, 3.2, -1.7], [-0.6, 0.2, -0.7], [-0.4, 0.2, 0.3]]}

---

2.
{"formula": "C3H6Si2", "method": "ωB97M-V/def2-TZVPD", "charge": 0, "gap_ev": 7.79, "smiles": "C1[Si]23C[Si]12C3", "total_energy_ha": -696.798462, "e_homo_ev": -8.922, "de_lowest_kcal_mol": 0.0, "species": ["C", "C", "C", "Si", "Si", "H", "H", "H", "H", "H", "H"], "xyz": [[0.02794, 0.27878, -1.40124], [-0.01565, 1.22525, 1.00967], [0.03427, -1.55435, 0.49915], [-1.17647, -0.06679, 0.09827], [1.29484, -0.09059, 0.02738], [0.03302, -0.39094, -2.28974], [0.10452, 1.41819, -1.62650], [-0.08671, 2.11461, 0.39444], [-0.19398, 1.38606, 2.12386], [-0.01271, -1.95007, 1.53154], [-0.00908, -2.37015, -0.36683]], "atomic_forces_ev_per_a": [[0.1, 1.4, -0.7], [-0.6, -1.5, 0.8], [-0.3, -1.0, -1.2], [3.4, 0.2, -0.3], [-3.5, 0.4, 0.8], [0.0, 0.7, 0.5], [-0.3, -2.0, -0.2], [0.2, 0.6, 0.4], [0.7, -0.1, -1.5], [0.2, -0.1, -0.7], [0.1, 1.5, 2.1]]}

---

3.
{"formula": "C3H7AgBClGaNO2S", "method": "ωB97M-V/def2-TZVPD", "charge": 0, "gap_ev": 5.27, "total_energy_ha": -3278.772752, "e_homo_ev": -8.369, "species": ["C", "C", "B", "O", "Ga", "O", "Cl", "N", "C", "S", "H", "H", "H", "H", "H", "H", "H", "Ag"], "xyz": [[-1.65402, -1.28950, -0.95392], [-1.48470, 0.23808, -1.35013], [-0.17385, 0.94686, -0.76120], [0.55900, 1.74503, -1.66648], [0.53349, 0.82366, 1.19674], [-0.56036, 1.65322, 2.45989], [2.59727, 1.80523, 1.37711], [0.83889, -1.11242, 1.58473], [1.75362, -1.40312, 0.86354], [2.60801, -1.91239, -0.44621], [-2.48365, -1.44724, -0.21633], [-0.67707, -1.69074, -0.56179], [-1.86492, -1.90395, -1.87428], [-2.41821, 0.80494, -1.06494], [-1.41889, 0.27810, -2.47577], [1.33705, 2.11045, -1.20414], [-0.48442, 2.61875, 2.35980], [2.99276, -2.26496, 2.73337]], "atomic_forces_ev_per_a": [[0.3, 0.0, -0.3], [-0.3, -0.3, -0.6], [0.2, 0.4, -1.6], [-0.4, -0.7, 1.5], [-0.9, 2.0, 0.3], [0.5, -0.1, -0.3], [-0.2, -0.4, 0.0], [1.5, -0.3, 0.9], [-0.7, -1.2, -1.6], [0.1, 0.3, 1.5], [0.9, 0.1, -0.6], [-1.1, 0.3, -0.1], [0.0, 0.6, 1.0], [0.9, -0.4, -0.2], [-0.1, 0.2, 1.0], [-0.3, -0.1, -0.4], [0.0, -0.6, 0.1], [-0.4, 0.4, -0.6]]}

---

4.
{"formula": "C3H7BO2", "method": "ωB97M-V/def2-TZVPD", "charge": 0, "gap_ev": 9.70, "smiles": "C=C(O)B(C)O", "total_energy_ha": -293.781448, "e_homo_ev": -9.104, "de_lowest_kcal_mol": 78.3, "species": ["B", "C", "C", "C", "O", "O", "H", "H", "H", "H", "H", "H", "H"], "xyz": [[0.40463, 0.01986, 0.00043], [-1.94851, 0.97851, -0.09073], [-1.26533, -0.13598, 0.12423], [2.19411, -0.77980, 0.32188], [0.72651, 1.06643, -0.80397], [-1.70309, -1.38278, 0.48419], [-3.07152, 1.02159, -0.12349], [-1.45966, 1.97162, -0.62504], [2.30275, -1.35453, -0.51517], [2.78804, 0.13035, 0.35449], [2.11694, -1.36365, 1.28672], [1.63204, 1.30954, -1.11200], [-2.71689, -1.48117, 0.69846]], "atomic_forces_ev_per_a": [[2.5, -0.6, -0.8], [-1.0, 2.7, -2.2], [2.5, -0.2, 0.5], [-4.8, 1.7, 3.3], [0.1, 1.0, -0.8], [-2.5, -0.3, 0.7], [1.1, -0.2, 0.3], [-1.0, -3.0, 1.9], [0.6, -1.6, -2.1], [0.2, -0.3, 0.2], [0.7, 0.7, -1.2], [-1.1, -0.8, 0.9], [2.9, 0.9, -0.8]]}

---

5.
{"formula": "C3H7BO3", "method": "ωB97M-V/def2-TZVPD", "charge": 0, "gap_ev": 9.01, "smiles": "O=CB(O)O.C=C", "total_energy_ha": -369.088969, "e_homo_ev": -8.961, "de_lowest_kcal_mol": 59.1, "species": ["B", "C", "C", "C", "O", "O", "O", "H", "H", "H", "H", "H", "H", "H"], "xyz": [[-1.18323, 1.48464, -0.17592], [1.48068, -0.75362, 0.81759], [0.37230, 1.94741, -0.00654], [0.77926, -1.49638, -0.00484], [-1.61471, 2.07077, -1.26696], [-1.79559, 0.67260, 0.72546], [0.84294, 2.51244, 0.93286], [0.88726, -0.19722, 1.58416], [0.95247, 2.11068, -0.92979], [-0.21918, -1.58162, 0.06269], [2.51322, -0.70745, 0.54399], [1.09434, -1.99478, -0.84411], [-2.37606, 1.74632, -1.64063], [-2.69695, 0.49496, 0.70906]], "atomic_forces_ev_per_a": [[2.0, -0.8, 2.0], [-1.0, 0.2, 0.1], [-0.7, 0.6, -1.0], [0.9, 0.7, 0.6], [1.3, 1.5, -0.7], [2.5, 0.5, 0.1], [0.4, 0.3, 2.0], [1.4, -0.4, -0.4], [0.0, -0.7, -0.7], [-3.6, -0.2, 0.7], [0.7, 0.7, 0.9], [1.6, -1.1, -1.8], [-3.0, -0.9, -1.4], [-2.5, -0.4, -0.3]]}

---

6.
{"formula": "C3H7BaO2", "method": "ωB97M-V/def2-TZVPD", "charge": 1, "gap_ev": 7.11, "total_energy_ha": -294.147799, "e_homo_ev": -11.200, "de_lowest_kcal_mol": 0.7, "species": ["O", "C", "C", "O", "C", "Ba", "H", "H", "H", "H", "H", "H", "H"], "xyz": [[2.00163, 0.45279, -0.79848], [1.75913, -0.35594, 0.13948], [0.31983, -0.75120, 0.32596], [-0.47556, 0.25368, -0.27407], [-1.88598, 0.04137, -0.21187], [0.74957, 2.37214, -1.03605], [2.44024, -1.22458, 0.15537], [0.10636, -0.82958, 1.40625], [0.13929, -1.73184, -0.14566], [-2.18211, -0.18435, 0.82076], [-2.35960, 0.97094, -0.54237], [-2.14717, -0.77941, -0.89191], [1.53437, 1.76598, 1.05257]], "atomic_forces_ev_per_a": [[0.9, -2.4, 0.6], [-0.6, -0.1, -4.2], [-0.2, 0.6, 1.4], [0.0, 0.0, 0.0], [0.0, -0.3, 0.1], [-0.1, 1.4, 0.4], [0.6, 0.7, 1.5], [-0.1, -0.1, -0.3], [0.3, 0.2, 0.0], [-0.1, 0.1, -0.3], [0.0, -0.2, 0.1], [-0.2, 0.2, 0.2], [-0.4, 0.1, 0.6]]}

---

7.
{"formula": "C3H7Br2OP", "method": "ωB97M-V/def2-TZVPD", "charge": 0, "gap_ev": 9.93, "smiles": "CP(Br)OCCBr", "total_energy_ha": -5683.119155, "e_homo_ev": -9.291, "de_lowest_kcal_mol": 38.0, "species": ["C", "C", "C", "O", "P", "Br", "Br", "H", "H", "H", "H", "H", "H", "H"], "xyz": [[-1.35857, -0.33165, -2.14759], [0.56995, -0.46595, 1.40880], [1.64208, 0.67149, 1.34638], [0.05004, -0.79210, 0.18527], [-0.76349, 0.62229, -0.71442], [2.43036, 0.42290, -0.43264], [-2.73161, 0.67181, 0.29714], [-0.52912, -0.93982, -2.61423], [-1.76683, 0.26769, -2.87665], [-2.13485, -0.92355, -1.68835], [-0.32913, -0.14504, 2.04454], [1.17877, -1.35873, 1.85367], [2.48121, 0.62552, 2.10792], [1.26118, 1.67514, 1.23016]], "atomic_forces_ev_per_a": [[2.1, -2.2, 1.4], [0.6, 0.3, 2.4], [0.5, -0.5, -0.4], [-2.2, 1.3, -2.6], [1.7, -1.6, 1.3], [1.2, 0.3, 0.0], [-0.4, 0.1, 0.5], [-0.9, 0.5, 0.7], [-0.9, 1.7, -1.5], [-0.1, -0.8, -0.5], [1.6, -0.5, 0.0], [-1.7, 1.2, -0.8], [-1.3, -0.1, -0.9], [-0.3, 0.2, 0.5]]}

---

8.
{"formula": "C3H7BrN4", "method": "ωB97M-V/def2-TZVPD", "charge": 2, "gap_ev": [5.32, 5.32], "smiles": "C=[NH+]/C=[NH+]\\C(N)=N\\Br", "total_energy_ha": -2910.743379, "e_homo_ev": [-16.812, -16.814], "de_lowest_kcal_mol": 92.4, "species": ["C", "C", "C", "N", "N", "N", "N", "Br", "H", "H", "H", "H", "H", "H", "H"], "xyz": [[-0.72619, 0.17850, -0.81362], [1.44233, -0.71491, 0.21665], [-0.71534, 1.61418, 1.19434], [2.12503, 0.31052, -0.20708], [-0.77718, 1.34949, -0.09497], [0.17046, -0.75682, -0.55680], [1.65423, -1.67209, 1.09518], [3.99984, 0.39141, -0.15527], [-1.45862, 0.03117, -1.67461], [-0.78334, 2.68818, 1.51652], [-0.68086, 0.97470, 2.13081], [-0.94133, 2.25073, -0.61741], [0.03648, -1.75790, -0.79068], [2.42148, -1.54386, 1.81256], [0.89279, -2.27251, 1.44446]], "atomic_forces_ev_per_a": [[0.9, -3.5, -1.0], [1.4, 3.7, -1.0], [-0.3, 0.5, 0.8], [-0.5, -1.5, -0.2], [0.1, 3.3, 1.9], [-1.2, 0.2, 1.3], [0.3, -1.2, 2.2], [-1.1, -0.2, 0.6], [0.9, 0.2, 1.3], [0.0, -0.9, -0.8], [0.2, -0.2, -1.8], [0.2, -1.2, -0.1], [-0.5, 0.8, -1.1], [-0.9, -0.2, -1.5], [0.6, 0.4, -0.4]]}

---

9.
{"formula": "C3H7BrNO", "method": "ωB97M-V/def2-TZVPD", "charge": 1, "gap_ev": [7.14, 7.03], "total_energy_ha": -2822.081666, "e_homo_ev": [-12.535, -12.302], "de_lowest_kcal_mol": 107.8, "species": ["C", "C", "C", "N", "O", "Br", "H", "H", "H", "H", "H", "H", "H"], "xyz": [[0.83003, 0.28965, -1.34605], [-0.16360, 0.78343, 2.41247], [-1.06152, 0.04250, 0.34497], [0.86641, -0.91815, -1.91024], [-0.69488, 0.87916, 1.24705], [-0.99206, -1.98458, 0.58048], [0.49813, 1.04776, -2.09883], [1.24975, 0.65477, -0.42949], [-0.00853, -0.17428, 2.94418], [-0.16912, 1.70850, 2.88648], [-1.49573, 0.36833, -0.52166], [0.22782, -0.92067, -2.75229], [0.91329, -1.77641, -1.35707]], "atomic_forces_ev_per_a": [[-0.8, -0.5, -2.0], [-0.1, -1.6, 0.5], [1.7, -3.6, 0.8], [-1.6, 1.7, 0.0], [-0.4, 0.1, -0.2], [0.0, 2.7, 0.0], [0.2, -0.4, 1.1], [0.6, -0.6, 0.3], [-0.2, 0.5, -0.8], [0.4, 1.3, 0.9], [-1.5, 0.9, -1.5], [1.4, -0.7, 1.1], [0.3, 0.3, -0.2]]}

---

10.
{"formula": "C3H7BrS", "method": "ωB97M-V/def2-TZVPD", "charge": 0, "gap_ev": 8.79, "total_energy_ha": -3090.614747, "e_homo_ev": -8.175, "de_lowest_kcal_mol": 58.1, "species": ["C", "C", "C", "S", "Br", "H", "H", "H", "H", "H", "H", "H"], "xyz": [[-0.80925, -0.36652, 0.82507], [-0.51173, -0.43655, -0.63097], [1.50762, 0.60763, -0.67065], [1.41626, 2.22072, 0.02283], [2.72077, -0.63569, 0.12164], [-0.68504, 0.66003, 1.18564], [-0.14782, -1.02595, 1.39559], [-1.84355, -0.65300, 1.03568], [-0.23871, -1.38999, -1.04863], [-1.06286, 0.22874, -1.27383], [1.64811, 0.65770, -1.74329], [1.59382, 1.85278, 1.29408]], "atomic_forces_ev_per_a": [[-0.1, -0.1, 0.1], [3.2, 1.8, 0.5], [-3.1, -1.6, -0.4], [0.1, -0.1, 0.0], [0.0, 0.1, 0.0], [-0.1, -0.1, 0.0], [-0.1, 0.1, -0.1], [0.0, -0.1, 0.0], [0.0, -0.2, -0.1], [-0.1, 0.1, -0.2], [0.2, 0.0, 0.1], [-0.1, 0.0, 0.1]]}

---

- charge of number 9 (C3H7BrNO)?
  +1

---

- charge of number 1 (C3H6Si)?
  0

---

What did the second record say?
{"formula": "C3H6Si2", "method": "ωB97M-V/def2-TZVPD", "charge": 0, "gap_ev": 7.79, "smiles": "C1[Si]23C[Si]12C3", "total_energy_ha": -696.798462, "e_homo_ev": -8.922, "de_lowest_kcal_mol": 0.0, "species": ["C", "C", "C", "Si", "Si", "H", "H", "H", "H", "H", "H"], "xyz": [[0.02794, 0.27878, -1.40124], [-0.01565, 1.22525, 1.00967], [0.03427, -1.55435, 0.49915], [-1.17647, -0.06679, 0.09827], [1.29484, -0.09059, 0.02738], [0.03302, -0.39094, -2.28974], [0.10452, 1.41819, -1.62650], [-0.08671, 2.11461, 0.39444], [-0.19398, 1.38606, 2.12386], [-0.01271, -1.95007, 1.53154], [-0.00908, -2.37015, -0.36683]], "atomic_forces_ev_per_a": [[0.1, 1.4, -0.7], [-0.6, -1.5, 0.8], [-0.3, -1.0, -1.2], [3.4, 0.2, -0.3], [-3.5, 0.4, 0.8], [0.0, 0.7, 0.5], [-0.3, -2.0, -0.2], [0.2, 0.6, 0.4], [0.7, -0.1, -1.5], [0.2, -0.1, -0.7], [0.1, 1.5, 2.1]]}

---

- Which value of charge does entry 5 give?
  0